A molecular structure, C24H20B2Cl3F4N10O2W. Source: OMol25; level of theory: ωB97M-V/def2-TZVPD.

charge: +1
multiplicity: 3
ΔE to the lowest compared entry with this formula, charge and spin: 120.0 kJ/mol
lowest unoccupied orbital energy (spin up / spin down): -0.1488 / -0.1819 Eh
orbital gap (spin up / spin down): 6.711 / 5.804 eV
HOMO (spin up / spin down): -10.761 / -10.755 eV

Geometry as XYZ:
```
66
Properties=species:S:1:pos:R:3:forces:R:3
W 0.663 -0.275 0.129 -0.13 0.21 0.05
C 1.056 -1.927 -3.890 0.00 0.01 -0.01
C 1.128 -0.835 -3.031 -0.05 0.01 0.04
N 0.845 -1.239 -1.792 -0.01 -0.06 0.01
N 0.576 -2.561 -1.832 -0.02 0.02 0.01
C 0.702 -2.998 -3.084 0.00 0.01 -0.02
B 0.268 -3.163 -0.441 0.09 -0.01 -0.02
N -1.122 -2.683 0.028 -0.04 0.02 -0.04
C -2.346 -3.196 0.130 0.02 -0.03 -0.01
C -3.217 -2.190 0.526 0.00 0.04 0.01
C -2.427 -1.056 0.629 0.00 0.02 0.00
N -1.161 -1.368 0.334 0.07 -0.06 -0.01
N 1.219 -2.306 0.439 0.01 -0.06 0.01
C 2.282 -2.895 0.953 -0.06 0.02 -0.04
C 3.424 -2.281 1.447 0.05 0.00 0.01
C 3.573 -0.900 1.238 -0.05 0.02 -0.02
N 2.557 -0.212 0.889 0.02 0.01 0.06
H 1.248 -1.940 -4.948 0.01 0.00 0.00
H 1.367 0.198 -3.223 0.01 -0.01 -0.02
H 0.540 -4.036 -3.323 -0.01 0.00 0.00
H 0.402 -4.348 -0.400 0.00 -0.03 0.03
H -2.526 -4.235 -0.086 0.01 0.00 0.00
H -4.274 -2.271 0.701 -0.01 0.00 0.00
H -2.697 -0.045 0.890 0.00 0.00 0.00
H 2.271 -3.982 0.927 0.02 0.00 0.02
H 4.224 -2.859 1.880 -0.01 -0.02 0.00
H 4.522 -0.385 1.392 0.00 0.01 0.01
O -1.044 4.958 -0.810 -0.01 -0.01 -0.01
C -1.507 4.237 -1.838 0.03 0.06 -0.01
C -2.138 4.940 -2.869 0.01 -0.02 0.02
C -2.640 4.272 -3.961 -0.02 0.00 -0.01
C -2.528 2.883 -4.073 0.02 0.00 0.03
C -1.904 2.184 -3.070 -0.01 -0.02 0.00
C -1.388 2.838 -1.939 -0.01 -0.09 -0.02
C -0.754 2.039 -0.907 -0.01 0.08 -0.03
O -0.641 0.751 -1.076 -0.05 0.00 -0.05
N -0.338 2.602 0.208 0.05 -0.05 0.06
N 0.138 1.634 1.031 0.08 -0.04 0.05
C 0.387 1.901 2.258 -0.03 -0.01 -0.03
C 0.605 0.740 3.093 -0.01 0.01 -0.05
C 0.764 0.808 4.464 -0.01 -0.10 -0.04
C 0.766 -0.374 5.189 0.01 0.07 0.04
C 0.578 -1.568 4.520 -0.01 -0.07 -0.03
C 0.453 -1.560 3.140 0.00 0.04 0.02
N 0.494 -0.435 2.428 0.02 0.00 0.04
H -0.622 4.363 -0.163 -0.01 0.00 0.02
H -2.215 6.014 -2.776 0.00 0.01 0.00
H -3.129 4.836 -4.745 0.00 0.00 0.00
H -2.926 2.369 -4.937 0.00 0.00 0.00
H -1.800 1.108 -3.119 0.00 0.01 -0.01
H 0.301 2.909 2.643 0.00 0.00 0.00
H 0.858 1.772 4.944 0.00 0.01 0.00
H 0.888 -0.357 6.264 0.00 0.00 0.00
H 0.533 -2.509 5.049 0.00 0.00 0.00
H 0.308 -2.474 2.584 0.00 0.00 0.01
Cl -4.087 -1.048 -5.761 0.02 -0.01 -0.01
C -2.414 -1.411 -5.323 -0.04 -0.01 0.07
Cl -1.905 -2.949 -6.034 -0.01 0.01 -0.01
Cl -1.348 -0.106 -5.856 0.02 0.01 -0.03
C -2.336 -1.525 -3.862 0.03 -0.05 -0.02
N -2.281 -1.631 -2.722 -0.01 0.04 0.00
F 4.141 1.380 -0.779 0.01 -0.01 0.00
B 3.086 2.213 -0.686 0.01 0.03 -0.11
F 1.753 1.073 -0.969 0.03 -0.07 -0.01
F 2.849 3.042 -1.708 0.02 0.01 0.03
F 2.792 2.654 0.558 -0.03 0.02 0.03
```
Forces are in eV/Å.

Per-atom Mulliken charges, elementary charge units: W 1.71; C -1.33; C -0.16; N 0.39; N -0.10; C -0.24; B 0.54; N 0.51; C -0.37; C -1.14; C -0.55; N 0.44; N -0.96; C 0.13; C -1.28; C -0.15; N -0.04; H 0.55; H 0.61; H 0.49; H -0.14; H 0.50; H 0.49; H 0.57; H 0.39; H 0.49; H 0.50; O -0.66; C 0.42; C -0.74; C -0.44; C -0.77; C 0.23; C -0.64; C 1.14; O 0.35; N -1.40; N 0.44; C -0.38; C 0.80; C -1.10; C -0.34; C -1.16; C 0.05; N 0.18; H 0.51; H 0.47; H 0.39; H 0.41; H 0.02; H 0.50; H 0.52; H 0.45; H 0.46; H 0.49; Cl -0.08; C 0.75; Cl -0.08; Cl -0.06; C -0.40; N -0.19; F -0.31; B 0.53; F -0.63; F -0.27; F -0.29

=====

A molecular structure, C24H20B3F12Mn2N4O8 at a distorted geometry. Source: OMol25; level of theory: ωB97M-V/def2-TZVPD.

charge: +1
multiplicity: 11
lowest unoccupied orbital energy (spin up / spin down): -0.1573 / -0.1677 Eh
orbital gap (spin up / spin down): 7.091 / 6.809 eV
HOMO (spin up / spin down): -11.372 / -11.372 eV

Geometry as XYZ:
```
73
Properties=species:S:1:pos:R:3:forces:R:3
Mn -2.215 -2.570 0.650 0.56 0.60 0.66
Mn 1.871 -3.130 -3.278 0.07 1.41 1.26
B -4.171 -1.349 1.073 -2.29 0.99 -0.15
F -3.031 -0.519 1.163 0.11 -0.32 -0.13
F -4.126 -1.981 -0.216 0.62 -0.01 -0.58
F -3.944 -2.484 1.904 0.23 -0.34 0.47
F -5.341 -0.717 1.272 0.33 -0.08 0.22
B -0.568 -1.532 -1.305 -0.13 1.20 0.57
F -1.572 -2.554 -1.371 -0.20 -0.23 -0.20
F -0.409 -1.373 0.120 0.34 -0.81 -0.12
F 0.576 -2.035 -1.948 0.08 -0.45 -0.11
F -0.925 -0.310 -1.770 -0.12 -0.48 -0.59
B 0.990 -2.780 -5.437 -1.03 -0.51 -0.57
F 1.094 -1.622 -4.631 0.19 0.32 -0.38
F 0.514 -2.629 -6.655 0.15 0.08 -0.19
F 2.276 -3.444 -5.316 0.46 0.21 0.09
F 0.195 -3.645 -4.572 0.05 -0.19 0.30
C 5.260 -0.527 3.156 0.23 0.27 -0.01
C 5.308 -1.912 3.293 0.33 0.19 0.00
C 4.544 -2.713 2.475 -0.74 -0.24 -0.36
C 3.746 -2.093 1.519 0.06 0.21 -0.28
C 3.712 -0.729 1.340 0.00 1.00 0.33
C 4.448 0.079 2.207 -0.12 -0.67 -0.17
N 2.916 -2.914 0.635 -0.16 -0.37 0.05
O 2.616 -2.458 -0.468 0.34 -0.31 0.09
O 2.547 -3.996 1.047 0.11 0.21 -0.27
H 5.913 0.084 3.768 -0.14 0.00 0.12
H 5.991 -2.339 4.013 -0.09 -0.12 0.04
H 4.496 -3.792 2.519 0.25 0.02 0.24
H 3.120 -0.215 0.596 -0.17 -0.48 -0.15
H 4.355 1.150 2.105 0.24 0.05 0.08
C 1.366 0.447 5.895 0.42 0.10 -0.51
C 1.686 -0.331 4.781 0.11 -0.36 0.70
C 0.698 -0.992 4.083 0.24 0.10 -0.32
C -0.614 -0.845 4.502 0.27 0.22 -0.19
C -0.949 -0.080 5.599 -0.23 -0.11 0.52
C 0.050 0.609 6.274 -0.34 0.06 -0.09
N -1.668 -1.517 3.761 0.14 -0.91 0.15
O -2.742 -1.665 4.258 -0.25 0.28 -0.02
O -1.341 -2.003 2.660 0.33 -0.18 -0.33
H 2.181 0.921 6.425 -0.15 0.13 0.12
H 2.726 -0.520 4.549 -0.04 0.16 -0.19
H 0.968 -1.616 3.246 -0.20 -0.01 -0.07
H -1.952 -0.099 6.004 -0.12 0.27 -0.36
H -0.243 1.286 7.064 0.16 -0.18 0.22
C 1.922 3.839 -4.168 -0.58 0.36 0.67
C 3.276 3.542 -4.231 -0.86 -0.06 0.55
C 3.651 2.212 -4.141 1.10 0.43 -0.69
C 2.706 1.235 -3.951 -0.53 0.19 0.43
C 1.353 1.527 -3.822 0.31 -0.31 0.37
C 0.970 2.850 -3.936 0.00 -0.56 -0.78
N 3.172 -0.138 -3.807 0.62 0.06 -0.52
O 3.950 -0.554 -4.632 -0.23 -0.15 0.29
O 2.775 -0.795 -2.840 -0.29 -0.60 -0.04
H 1.554 4.859 -4.165 0.29 0.05 -0.26
H 3.997 4.345 -4.211 0.18 -0.10 -0.41
H 4.700 1.986 -4.293 -0.07 -0.34 0.29
H 0.630 0.752 -3.607 0.05 -0.03 -0.09
H -0.096 3.031 -3.962 0.08 0.43 0.27
C -5.251 1.207 -2.223 -0.24 0.40 -0.12
C -4.103 1.835 -1.763 0.78 -0.48 0.57
C -4.152 2.739 -0.717 -0.45 -0.01 0.30
C -5.395 3.076 -0.206 0.15 0.16 -0.16
C -6.570 2.572 -0.722 0.14 -0.41 -0.01
C -6.479 1.615 -1.728 -0.40 -0.04 0.33
N -5.470 3.994 0.940 0.18 0.32 -0.02
O -6.504 4.024 1.571 -0.08 -0.02 0.05
O -4.492 4.683 1.175 -0.06 -0.20 0.01
H -5.228 0.414 -2.957 0.20 0.05 -0.06
H -3.103 1.523 -2.044 -0.19 -0.12 -0.41
H -3.262 3.092 -0.219 0.03 0.19 -0.21
H -7.511 2.859 -0.279 -0.06 0.01 -0.06
H -7.392 1.128 -2.048 0.05 0.06 -0.17
```
Forces are in eV/Å.

Per-atom Mulliken charges, elementary charge units: Mn 1.08; Mn 1.17; B 0.79; F -0.37; F -0.36; F -0.35; F -0.28; B 0.40; F -0.54; F -0.44; F 0.70; F -0.20; B 0.32; F -0.03; F -0.21; F -0.38; F -0.34; C -0.61; C -0.50; C -0.56; C 0.10; C -0.02; C -0.55; N 0.90; O -0.54; O -0.57; H 0.43; H 0.42; H 0.48; H 0.49; H 0.43; C -0.61; C -0.04; C -0.12; C -0.10; C -0.49; C -0.48; N 0.89; O -0.49; O -0.41; H 0.41; H 0.27; H 0.47; H 0.47; H 0.39; C -0.44; C -0.55; C -0.51; C 0.38; C -0.01; C -0.73; N 0.91; O -0.55; O -0.46; H 0.38; H 0.39; H 0.41; H 0.35; H 0.45; C -0.64; C -0.38; C -0.52; C 0.41; C -0.56; C -0.27; N 0.98; O -0.58; O -0.59; H 0.42; H 0.47; H 0.44; H 0.44; H 0.37

=====

A molecular structure, C24H20BN4O4S4SbTc. Source: OMol25; level of theory: ωB97M-V/def2-TZVPD.

charge: +1
ΔE to the lowest compared entry with this formula, charge and spin: 100.8 kJ/mol
lowest unoccupied orbital energy (spin up / spin down): -0.2072 / -0.2067 Eh
orbital gap (spin up / spin down): 5.054 / 5.068 eV
HOMO (spin up / spin down): -10.694 / -10.694 eV

Geometry as XYZ:
```
59
Properties=species:S:1:pos:R:3:forces:R:3
Tc 0.058 1.376 -0.918 0.38 0.17 -0.04
O 2.739 1.864 2.242 -0.01 0.07 -0.04
C 1.842 1.903 1.448 0.14 -0.15 0.06
N 1.633 1.026 0.370 -0.37 -0.02 -0.20
C 2.564 0.021 0.098 -0.03 0.18 0.15
O 3.533 -0.262 0.743 0.10 -0.10 -0.16
C 2.202 -0.717 -1.158 -0.05 0.13 0.08
C 2.971 -1.759 -1.619 -0.02 -0.04 -0.05
C 2.574 -2.407 -2.779 0.09 -0.03 0.06
C 1.420 -1.995 -3.419 -0.11 0.08 -0.01
C 0.700 -0.937 -2.900 0.03 -0.01 -0.01
N 1.097 -0.296 -1.790 -0.29 0.23 0.13
C 0.800 2.981 1.488 0.12 -0.08 -0.05
C 0.797 3.944 2.472 -0.10 0.08 -0.04
C -0.190 4.916 2.431 0.17 -0.06 0.14
C -1.121 4.893 1.407 -0.13 -0.04 -0.20
C -1.047 3.908 0.440 0.06 0.09 0.14
N -0.096 2.966 0.499 0.04 -0.28 -0.55
H 3.850 -2.032 -1.055 0.04 -0.02 0.00
H 3.152 -3.233 -3.169 0.03 -0.02 -0.03
H 1.060 -2.486 -4.309 -0.01 -0.03 -0.05
H -0.206 -0.580 -3.364 0.06 -0.04 -0.03
H 1.563 3.902 3.233 0.01 0.02 0.03
H -0.226 5.687 3.188 -0.01 0.03 0.01
H -1.898 5.639 1.335 -0.04 0.03 0.01
H -1.726 3.861 -0.400 -0.02 0.05 0.02
S -2.199 4.418 -3.161 -0.03 0.82 0.30
Sb -2.172 2.459 -4.094 0.15 -0.51 -0.55
S 0.791 2.789 -2.362 -0.41 0.08 0.39
S -1.891 1.121 -1.768 0.47 -0.27 0.62
S 0.475 2.124 -4.216 -0.04 -0.17 -0.32
C -3.242 0.313 1.513 -0.06 0.13 -0.05
C -1.867 0.395 2.093 0.01 0.02 -0.22
C -1.429 1.245 3.053 0.14 -0.26 0.16
C -0.126 0.813 3.475 -0.36 0.08 0.02
C 0.204 -0.291 2.764 0.07 -0.25 -0.25
C 1.419 -1.152 2.922 0.03 -0.08 -0.09
N -0.834 -0.542 1.841 -0.05 0.12 0.66
H -3.937 0.714 2.250 -0.03 0.05 -0.05
H -3.558 -0.702 1.286 0.10 -0.04 0.03
H -3.354 0.898 0.598 -0.01 -0.04 -0.03
H -2.023 2.036 3.481 -0.01 0.07 0.05
H 0.477 1.236 4.260 0.05 0.06 0.05
H 1.367 -1.689 3.869 0.00 0.00 0.05
H 2.317 -0.541 2.925 0.07 0.11 0.14
H 1.541 -1.895 2.138 -0.07 0.17 0.14
O -1.791 -1.638 -0.172 0.19 -0.05 0.32
B -0.850 -1.570 0.862 0.07 -0.30 -0.49
O 0.129 -2.555 0.722 -0.35 0.12 -0.14
C -0.224 -3.239 -0.423 0.21 -0.10 0.15
C 0.418 -4.305 -1.000 -0.15 -0.08 -0.19
C -0.145 -4.797 -2.182 -0.01 0.11 0.13
C -1.293 -4.232 -2.728 -0.04 0.06 0.05
C -1.943 -3.157 -2.115 0.19 -0.16 -0.08
C -1.371 -2.689 -0.958 -0.24 0.17 -0.12
H 1.300 -4.739 -0.556 0.07 -0.04 0.03
H 0.315 -5.641 -2.674 0.03 -0.06 -0.03
H -1.702 -4.642 -3.641 -0.02 -0.04 -0.02
H -2.847 -2.724 -2.517 -0.06 0.02 -0.02
```
Forces are in eV/Å.

Per-atom natural (NBO) charges, elementary charge units: Tc 0.58; O -0.50; C 0.67; N -0.73; C 0.66; O -0.49; C 0.12; C -0.19; C -0.11; C -0.22; C 0.09; N -0.43; C 0.13; C -0.18; C -0.12; C -0.22; C 0.07; N -0.43; H 0.27; H 0.24; H 0.25; H 0.23; H 0.27; H 0.24; H 0.25; H 0.24; S -0.64; Sb 1.00; S 0.34; S -0.08; S -0.37; C -0.65; C 0.15; C -0.28; C -0.29; C 0.19; C -0.68; N -0.67; H 0.24; H 0.24; H 0.21; H 0.23; H 0.24; H 0.24; H 0.26; H 0.24; O -0.66; B 1.21; O -0.64; C 0.21; C -0.23; C -0.22; C -0.21; C -0.27; C 0.28; H 0.24; H 0.23; H 0.23; H 0.24

=====

A molecular structure, C24H20Br2N5O4RbSe. Source: OMol25; level of theory: ωB97M-V/def2-TZVPD.

charge: -2
ΔE to the lowest compared entry with this formula, charge and spin: 4.4 kJ/mol
lowest unoccupied orbital energy: 0.1335 Eh
orbital gap: 6.241 eV
HOMO: -2.609 eV

Geometry as XYZ:
```
57
Properties=species:S:1:pos:R:3:forces:R:3
Rb 1.407 -0.344 -0.470 0.02 -0.01 -0.02
Br 1.349 -3.209 -5.613 0.00 0.01 0.00
C 1.294 -4.110 -3.940 0.03 -0.04 -0.01
C 1.314 -5.502 -3.942 -0.01 0.02 0.02
C 1.266 -6.210 -2.770 0.01 0.00 -0.03
Br 1.280 -8.119 -2.848 0.00 -0.01 -0.01
C 1.198 -5.541 -1.526 -0.02 0.01 0.04
C 1.125 -6.179 -0.268 0.00 0.00 -0.02
C 1.043 -5.431 0.873 -0.01 0.01 0.01
C 1.041 -4.029 0.769 -0.01 0.02 -0.01
N 1.121 -3.407 -0.382 0.00 -0.04 0.03
C 1.190 -4.122 -1.525 0.01 0.04 0.00
C 1.235 -3.319 -2.766 -0.04 0.04 0.03
O 1.206 -2.071 -2.734 0.00 -0.04 -0.06
H 1.362 -6.025 -4.888 0.00 -0.01 0.00
H 1.127 -7.261 -0.224 0.00 0.00 0.00
H 0.976 -5.902 1.845 0.01 0.00 0.00
H 0.955 -3.401 1.649 0.01 -0.01 0.01
C -4.021 0.017 0.550 -0.05 0.02 0.04
N -2.899 -0.521 1.301 0.00 -0.01 -0.12
C -2.749 0.057 2.624 0.04 -0.01 0.00
C -1.812 -1.084 0.704 0.13 0.15 0.35
C -1.920 -1.406 -0.764 0.03 0.04 -0.19
O -0.783 -1.317 1.337 -0.16 -0.05 -0.15
H -4.929 -0.080 1.151 0.02 -0.04 0.02
H -4.174 -0.535 -0.372 0.00 0.01 -0.01
H -3.861 1.078 0.339 0.02 -0.02 -0.04
H -3.651 -0.144 3.208 0.01 0.01 0.01
H -2.608 1.138 2.537 -0.02 -0.01 0.02
H -1.888 -0.389 3.111 0.01 -0.01 0.00
H -2.734 -2.101 -0.977 -0.01 0.00 0.05
H -0.988 -1.847 -1.111 -0.01 -0.06 0.07
H -2.101 -0.484 -1.317 0.02 -0.01 -0.04
C 2.006 2.297 2.346 0.02 0.03 0.08
C 2.416 0.932 2.647 -0.05 -0.15 -0.02
N 2.689 -0.160 2.874 0.06 0.07 0.01
H 2.829 2.846 1.892 0.01 -0.01 0.00
H 1.676 2.786 3.261 0.01 0.03 -0.02
H 1.180 2.271 1.639 -0.05 0.00 -0.06
Se 5.339 4.118 -0.718 -0.08 0.01 0.01
C 4.174 2.729 -0.624 0.14 -0.04 0.05
N 3.433 1.836 -0.534 0.01 0.01 -0.03
O -0.644 1.609 -0.133 -0.05 -0.10 0.07
C -1.117 2.701 0.195 -0.02 0.08 -0.11
N -2.352 2.939 0.695 0.05 0.00 0.01
C -2.473 4.282 0.932 -0.02 0.06 -0.02
O -3.448 4.867 1.382 0.00 -0.03 0.01
C -1.183 4.982 0.543 0.00 0.02 0.00
C -0.783 6.300 0.594 0.01 0.00 0.00
C 0.513 6.595 0.166 -0.01 -0.02 0.01
C 1.365 5.596 -0.299 0.01 0.05 0.01
C 0.943 4.267 -0.356 -0.01 -0.01 0.03
C -0.338 3.995 0.077 -0.02 -0.05 0.02
H -1.451 7.070 0.962 0.00 0.00 0.00
H 0.870 7.618 0.200 0.00 0.00 0.00
H 2.374 5.842 -0.605 0.00 -0.01 -0.01
H 1.612 3.485 -0.699 -0.06 0.04 -0.01
```
Forces are in eV/Å.

Per-atom natural (NBO) charges, elementary charge units: Rb 0.94; Br 0.00; C -0.26; C -0.22; C -0.15; Br -0.03; C -0.11; C -0.18; C -0.26; C 0.03; N -0.41; C 0.06; C 0.46; O -0.74; H 0.22; H 0.21; H 0.20; H 0.21; C -0.42; N -0.44; C -0.43; C 0.71; C -0.73; O -0.68; H 0.18; H 0.20; H 0.25; H 0.17; H 0.23; H 0.23; H 0.21; H 0.26; H 0.24; C -0.74; C 0.32; N -0.38; H 0.28; H 0.24; H 0.28; Se -0.43; C 0.08; N -0.62; O -0.71; C 0.64; N -0.70; C 0.64; O -0.64; C -0.15; C -0.20; C -0.23; C -0.22; C -0.21; C -0.08; H 0.21; H 0.20; H 0.23; H 0.25

=====

Values of M, in order: 868.3; 862.7; 787.3; 766.7, all in g/mol.
Values of total energy, in order: -3521.5525; -5322.5837; -3385.2202; -9075.0860, all in hartree.